Record 1
{
  "formula": "C23H28N7PtSb",
  "method": "the ωB97M-V functional and the def2-TZVPD basis",
  "fmax_ha_per_bohr": 0.0394,
  "de_lowest_kcal_mol": 24.28,
  "homo_energy_ha": [-0.5349, -0.5348],
  "total_charge": 2,
  "species": ["Pt", "C", "C", "C", "C", "C", "C", "N", "Sb", "C", "C", "C", "C", "C", "C", "N", "C", "C", "C", "C", "C", "C", "N", "H", "H", "H", "H", "H", "H", "H", "H", "H", "H", "H", "H", "H", "H", "H", "H", "H", "H", "C", "C", "C", "C", "N", "C", "N", "N", "N", "H", "H", "H", "H", "H", "H", "H", "H", "H", "H"],
  "coordinates": [[0.084047, 0.005773, -0.192680], [-1.272645, -0.714746, -2.848642], [-2.073943, -1.307246, -1.730645], [-3.216180, -2.064453, -1.947528], [-3.910323, -2.573748, -0.865336], [-3.452251, -2.316471, 0.420581], [-2.305328, -1.560741, 0.589928], [-1.647505, -1.080562, -0.471770], [-1.663121, -1.220409, 2.659583], [0.406544, -1.850061, 2.220214], [1.174813, -2.474155, 3.189920], [2.376417, -3.060925, 2.807615], [2.748959, -3.052762, 1.472913], [1.949108, -2.398476, 0.541104], [2.284689, -2.370495, -0.917583], [0.813185, -1.797752, 0.949036], [-1.366439, 0.940002, 2.339976], [-1.568834, 1.852301, 3.361314], [-1.593963, 3.203178, 3.037227], [-1.469994, 3.601168, 1.716965], [-1.238367, 2.647065, 0.731606], [-1.094663, 3.000811, -0.715672], [-1.178055, 1.345140, 1.083458], [-1.735513, -0.909132, -3.813636], [-0.268528, -1.145757, -2.869560], [-1.192826, 0.368098, -2.727388], [-3.549067, -2.247947, -2.959028], [-4.804172, -3.164751, -1.016290], [-3.979651, -2.697699, 1.284274], [0.839091, -2.514064, 4.217494], [3.012221, -3.535335, 3.544263], [3.648151, -3.554869, 1.142658], [3.349620, -2.510443, -1.092296], [1.971166, -1.422324, -1.363901], [1.755697, -3.179484, -1.427502], [-1.710330, 1.519346, 4.380399], [-1.724001, 3.946255, 3.813597], [-1.552224, 4.642452, 1.438252], [-0.898332, 4.061459, -0.855651], [-2.016226, 2.750686, -1.246703], [-0.266199, 2.444704, -1.164352], [6.279779, 1.551990, -0.045192], [5.952653, 1.217997, 1.408924], [5.728099, -0.283013, 1.592533], [4.760896, 2.053223, 1.912125], [3.562724, 1.869413, 1.101019], [2.714632, 0.845440, 1.094393], [1.825843, 1.092757, 0.149398], [2.135745, 2.283434, -0.401980], [3.172774, 2.748335, 0.165231], [7.208976, 1.070621, -0.346437], [6.395887, 2.626483, -0.190496], [5.492512, 1.196403, -0.715006], [6.793231, 1.517921, 2.038180], [4.987889, -0.659784, 0.880624], [5.404138, -0.524645, 2.608461], [6.658167, -0.818371, 1.406466], [5.006129, 3.112148, 1.867728], [4.512152, 1.788283, 2.939443], [2.760418, -0.011672, 1.744941]],
  "forces_ev_per_angstrom": [[-1.297, -0.739, 1.367], [-0.050, -0.057, 0.033], [0.017, 0.028, -0.076], [0.005, -0.004, 0.157], [-0.058, -0.029, -0.024], [0.069, 0.059, -0.077], [-0.093, -0.085, 0.738], [0.922, 0.569, -0.273], [0.580, 0.427, -0.464], [-0.681, -0.019, 0.250], [0.027, -0.045, -0.122], [0.055, 0.019, 0.011], [-0.070, 0.002, -0.030], [0.018, -0.118, 0.284], [-0.041, 0.002, 0.064], [0.763, 0.445, -1.129], [-0.243, -0.664, 0.214], [-0.036, -0.042, -0.163], [0.012, 0.135, 0.055], [-0.022, -0.091, -0.064], [-0.117, 0.007, 0.360], [0.022, -0.075, 0.048], [0.805, 0.639, -1.322], [-0.025, -0.018, 0.032], [0.021, 0.037, 0.001], [0.045, 0.010, -0.013], [0.012, 0.024, -0.012], [0.006, 0.001, -0.016], [-0.028, -0.024, -0.021], [0.000, -0.006, 0.000], [-0.033, -0.038, -0.002], [0.022, 0.025, 0.030], [0.001, 0.019, 0.020], [0.052, -0.030, -0.039], [-0.003, 0.024, -0.014], [-0.028, 0.003, 0.002], [-0.053, -0.013, -0.003], [0.052, 0.010, 0.039], [-0.007, -0.007, 0.034], [0.001, -0.001, 0.003], [-0.075, 0.079, -0.029], [0.045, 0.033, 0.120], [-0.247, -0.032, -0.170], [0.058, 0.151, 0.076], [0.650, 0.001, 0.104], [-0.421, -0.330, -0.012], [0.167, 0.298, -0.180], [-0.623, -0.626, 0.380], [-0.176, -0.060, -0.050], [0.307, 0.082, -0.005], [-0.010, -0.017, -0.006], [0.003, -0.010, -0.041], [0.005, 0.025, -0.030], [-0.030, 0.047, 0.048], [-0.013, -0.047, -0.010], [0.004, -0.021, -0.014], [-0.032, -0.046, -0.031], [-0.130, 0.030, -0.007], [-0.077, 0.046, -0.009], [-0.027, 0.013, -0.010]]
}

=====

Record 2
{
  "formula": "C12H24AsF6HgN2S3",
  "method": "the ωB97M-V functional and the def2-TZVPD basis",
  "fmax_ha_per_bohr": 0.0638,
  "homo_energy_ha": -0.4317,
  "total_charge": 1,
  "species": ["Hg", "C", "C", "S", "C", "C", "S", "C", "C", "S", "H", "H", "H", "H", "H", "H", "H", "H", "H", "H", "H", "H", "C", "C", "N", "C", "C", "N", "C", "C", "H", "H", "H", "H", "H", "H", "H", "H", "H", "H", "H", "H", "F", "As", "F", "F", "F", "F", "F"],
  "coordinates": [[0.155830, 0.024561, -0.346159], [2.426389, 2.230754, -2.155094], [2.326159, 2.943468, -0.829739], [0.927620, 2.673324, 0.215315], [1.825244, 2.182340, 1.748296], [2.865617, 1.100739, 1.687115], [2.134147, -0.520266, 1.172810], [3.424307, -1.060724, 0.012641], [3.560374, -0.008632, -1.147880], [2.133554, 0.457020, -2.277776], [3.427407, 2.396198, -2.607608], [1.790122, 2.700023, -2.910923], [2.320449, 4.018715, -1.005702], [3.174153, 2.723940, -0.246896], [1.033557, 1.883598, 2.445057], [2.274310, 3.033441, 2.214567], [3.295648, 0.968001, 2.723378], [3.653213, 1.261773, 1.035981], [3.092171, -2.067106, -0.358526], [4.386518, -1.058309, 0.576048], [4.304728, -0.496752, -1.855244], [4.125847, 0.832873, -0.799568], [-2.748678, -0.469226, -0.964955], [-4.200214, -0.443886, -0.479031], [-4.257392, -0.139289, 0.924547], [-3.749009, 1.196157, 1.171847], [-2.319851, 1.283623, 0.630747], [-1.873654, -0.056623, 0.176597], [-1.986322, -1.023164, 1.274880], [-3.492164, -1.109751, 1.659828], [-2.610273, 0.261327, -1.736328], [-2.390300, -1.470107, -1.256491], [-4.692816, -1.431929, -0.625348], [-4.757159, 0.303451, -0.988739], [-3.786932, 1.303731, 2.229558], [-4.412073, 1.902038, 0.761891], [-1.649316, 1.654553, 1.382487], [-2.220195, 1.944324, -0.241345], [-1.377756, -0.702312, 2.102337], [-1.611802, -1.959959, 0.881260], [-3.656758, -0.828806, 2.722401], [-3.932989, -2.118312, 1.497348], [-0.455368, -2.074756, -1.595720], [0.442843, -3.521418, -1.220197], [1.740759, -2.837213, -2.039487], [1.060020, -2.690128, 0.170361], [-0.787825, -3.986186, -0.154974], [1.315752, -4.951939, -0.938598], [-0.247901, -4.253196, -2.634949]],
  "forces_ev_per_angstrom": [[1.703, 0.260, -0.585], [0.150, 0.410, -1.574], [-0.186, 0.836, -0.767], [-0.238, -0.474, 1.018], [-0.930, -0.144, 0.204], [-1.388, -1.612, 1.828], [0.578, 0.112, 0.848], [-0.667, 0.624, -0.921], [1.354, -2.618, -1.440], [0.552, -0.362, 1.791], [-0.346, -0.098, 0.571], [-0.336, -0.176, 0.197], [0.294, -0.004, -0.249], [1.099, -0.103, 0.668], [0.005, -0.021, -0.133], [0.221, 0.887, -0.013], [-0.492, 0.072, -1.079], [1.504, 0.670, -1.122], [0.622, 1.031, 0.471], [-0.703, -0.316, -0.497], [-0.918, 0.477, 0.635], [-0.295, 0.825, 0.037], [0.188, -0.918, 0.457], [-0.365, -1.418, 0.039], [-0.527, 0.007, -0.169], [0.445, -1.412, 0.096], [-0.100, 0.629, -0.628], [-0.574, 0.714, -0.175], [-1.023, -0.825, -0.074], [-0.346, -0.306, 1.283], [0.297, 0.173, -0.664], [-0.399, 0.625, -0.152], [0.320, 0.686, -0.111], [-0.582, 0.551, -0.659], [0.209, 0.417, 0.964], [-0.696, 1.004, -0.743], [0.500, 0.101, 0.439], [-0.168, -0.034, 0.225], [0.335, 0.174, 0.336], [0.108, -0.351, 0.192], [0.378, -0.551, -0.427], [0.468, 0.623, 0.064], [-0.550, 1.036, -0.275], [-0.712, -2.455, -0.881], [1.492, 0.782, -1.313], [0.572, 0.550, 1.077], [-1.336, -0.512, 0.210], [0.400, -0.101, 0.441], [0.084, 0.535, 0.563]]
}

=====

Record 3
{
  "formula": "C6H8Br2",
  "method": "the ωB97M-V functional and the def2-TZVPD basis",
  "fmax_ha_per_bohr": 0.0792,
  "de_lowest_kcal_mol": 54.16,
  "homo_energy_ha": [-0.3161, -0.2771],
  "species": ["C", "C", "C", "C", "C", "C", "Br", "Br", "H", "H", "H", "H", "H", "H", "H", "H"],
  "coordinates": [[-2.016436, -0.345449, -0.313359], [-0.766373, -0.793858, 0.013919], [1.567604, -0.840296, 0.662967], [0.441142, -0.052341, 0.203044], [2.777641, -1.441917, -0.413793], [0.575024, 1.374446, -0.229685], [2.210091, -3.138825, -1.189601], [3.549924, -0.300223, -1.707299], [-2.854954, -1.058911, -0.539100], [-2.465930, 0.745437, -0.298471], [-0.566483, -1.816682, -0.055025], [2.121554, -0.205283, 1.203109], [1.208137, -1.661575, 1.308316], [1.033749, 1.385146, -1.255684], [1.067109, 1.890052, 0.519301], [-0.422149, 1.949238, -0.063612]],
  "forces_ev_per_angstrom": [[-2.159, 1.176, 0.037], [-0.006, 2.318, -0.881], [0.756, -2.363, -1.878], [-2.001, -0.515, -1.393], [-2.809, -0.164, 0.553], [-2.561, -0.429, -0.315], [0.330, 0.661, 0.363], [-0.172, 0.013, 0.437], [1.184, 0.507, 0.300], [1.662, -2.134, 0.010], [-0.208, -1.753, 0.271], [2.466, 2.146, 2.426], [0.590, 0.060, -0.623], [-0.548, 0.649, 0.994], [2.285, 1.094, 1.058], [1.193, -1.266, -1.357]]
}